This record from the Open Molecules 2025 dataset describes a structure of composition C7H15F12HfO17S4. The level of theory is ωB97M-V/def2-TZVPD.

```
56
C7H15F12HfO17S4 | the Open Molecules 2025 dataset | ωB97M-V/def2-TZVPD
Hf 0.258 0.318 0.148
C 1.558 3.568 -2.959
F 2.138 4.164 -3.990
F 1.891 4.351 -2.002
F 0.249 3.663 -3.253
S 2.085 1.760 -2.790
O 1.553 1.202 -1.577
O 1.477 1.003 -3.942
O 3.546 1.727 -2.906
C -2.920 2.537 3.265
F -1.880 2.771 4.052
F -3.323 1.246 3.519
F -3.925 3.385 3.506
S -2.358 2.627 1.440
O -1.360 1.543 1.253
O -3.550 2.415 0.578
O -1.880 4.000 1.366
C 4.560 -0.972 1.974
F 4.224 -2.016 1.145
F 4.227 -1.284 3.189
F 5.870 -0.823 1.906
S 3.821 0.600 1.220
O 4.583 0.871 0.013
O 2.400 0.297 0.921
O 3.806 1.601 2.294
C 0.040 -3.511 -2.747
F -0.300 -4.215 -3.870
F -0.635 -3.850 -1.696
F 1.328 -3.574 -2.388
S -0.369 -1.641 -3.095
O 0.042 -0.911 -1.859
O 0.315 -1.247 -4.379
O -1.813 -1.504 -3.325
C -3.968 -1.933 0.215
C -2.520 -2.054 0.867
C -2.149 -3.534 1.003
O -1.602 -1.146 0.314
H -4.556 -2.790 0.545
H -3.974 -2.056 -0.868
H -4.449 -0.980 0.434
H -2.594 -1.728 1.904
H -1.181 -3.534 1.503
H -2.104 -3.925 -0.014
H -3.005 -3.932 1.547
O 1.054 2.465 0.767
H 0.779 2.752 1.638
H 1.720 3.100 0.505
O -1.045 1.709 -1.341
H -1.345 1.611 -2.244
H -1.101 2.649 -1.169
O 0.324 -0.186 2.542
H -0.109 -0.761 3.173
H 0.733 0.494 3.077
O 1.490 -1.887 0.182
H 1.912 -2.259 0.956
H 2.036 -2.174 -0.550
```

Output
LUMO energy: 1.33 eV
E: -4394.19388 Ha
energy above the lowest of the compared OMol25 structures with the same formula, charge and spin: 3.963 eV
HOMO level: -6.33 eV
Kohn-Sham gap: 7.6609 eV
total charge: -1